1.
# C22H62O14

9 unconnected molecules or ions with the total composition C22H62O14 (ωB97M-V/def2-TZVPD, the OMol25 dataset).

Computed properties:
energy above the lowest of the compared OMol25 structures with the same formula, charge and spin = 114.35 kJ/mol
structure (SMILES) = CC(C)O.CC(C)O.CC(C)O.CC(C)O.OCCO.OCCO.OCCO.OCCO.OCCO

Each line ends with the Löwdin charge.
Geometry (Å):
C1 -0.16 -0.80 -0.49  -0.032
C2 -1.16 -0.99 0.62  -0.472
C3 -0.75 -2.11 1.57  -0.036
O1 -1.54 0.17 1.37  -0.044
H1 0.79 -0.35 -0.19  0.078
H2 -0.62 -0.11 -1.21  0.060
H3 0.07 -1.72 -1.02  0.071
H4 -2.13 -1.33 0.24  0.107
H5 -0.36 -3.00 1.07  0.079
H6 -1.63 -2.47 2.13  0.072
H7 -0.05 -1.70 2.31  0.063
H8 -1.45 0.92 0.78  0.050
C4 -4.56 2.76 -2.20  -0.044
C5 -3.50 1.68 -2.40  -0.452
C6 -2.36 2.00 -3.33  -0.036
O2 -2.95 1.28 -1.13  -0.089
H9 -4.17 3.77 -2.01  0.081
H10 -5.18 2.44 -1.36  0.079
H11 -5.26 2.80 -3.04  0.082
H12 -4.13 0.81 -2.64  0.124
H13 -2.62 2.19 -4.37  0.089
H14 -1.63 1.19 -3.26  0.075
H15 -1.83 2.89 -2.96  0.074
H16 -3.64 0.85 -0.60  0.054
C7 1.49 3.66 -3.59  -0.053
C8 2.81 2.98 -3.21  -0.449
C9 3.83 4.05 -2.80  -0.036
O3 2.58 2.15 -2.06  -0.090
H17 1.65 4.15 -4.56  0.082
H18 1.26 4.41 -2.84  0.080
H19 0.67 2.96 -3.72  0.064
H20 3.14 2.28 -3.99  0.133
H21 3.65 4.95 -3.38  0.078
H22 4.86 3.72 -2.94  0.076
H23 3.67 4.21 -1.74  0.076
H24 1.73 1.70 -2.07  0.063
C10 -5.87 -2.17 1.57  -0.056
C11 -4.93 -1.57 0.55  -0.474
C12 -5.23 -1.80 -0.91  -0.027
O4 -4.84 -0.14 0.81  -0.074
H25 -5.91 -3.26 1.47  0.084
H26 -6.91 -1.85 1.45  0.083
H27 -5.61 -1.95 2.60  0.078
H28 -3.91 -1.89 0.83  0.112
H29 -4.62 -1.16 -1.54  0.062
H30 -6.26 -1.48 -1.11  0.090
H31 -5.07 -2.85 -1.17  0.088
H32 -4.54 0.08 1.69  0.093
O5 1.21 -0.90 4.87  -0.091
C13 0.57 -2.17 5.07  -0.232
C14 0.65 -2.59 6.55  -0.232
O6 0.14 -1.57 7.40  -0.066
H33 0.80 -0.30 5.50  0.087
H34 -0.47 -2.00 4.75  0.116
H35 1.13 -2.89 4.48  0.119
H36 1.69 -2.75 6.81  0.122
H37 0.07 -3.52 6.59  0.118
H38 -0.77 -1.44 7.08  0.091
O7 2.65 -1.25 -5.11  -0.070
C15 1.66 -2.26 -4.90  -0.249
C16 0.96 -2.08 -3.57  -0.276
O8 -0.08 -3.01 -3.32  -0.055
H39 3.40 -1.55 -4.60  0.085
H40 0.96 -2.28 -5.75  0.120
H41 2.19 -3.22 -4.93  0.122
H42 0.61 -1.04 -3.55  0.114
H43 1.73 -2.14 -2.80  0.120
H44 -0.80 -2.72 -3.89  0.089
O9 -0.22 2.38 -0.67  -0.072
C17 -0.64 3.59 -0.11  -0.276
C18 0.40 4.20 0.79  -0.225
O10 1.58 4.45 0.02  -0.067
H45 -1.01 1.96 -1.04  0.027
H46 -1.00 4.34 -0.84  0.121
H47 -1.63 3.57 0.39  0.125
H48 0.63 3.50 1.61  0.113
H49 0.06 5.03 1.41  0.123
H50 1.82 3.62 -0.42  0.044
O11 2.41 1.53 3.43  -0.074
C19 2.20 0.78 2.23  -0.224
C20 3.25 1.12 1.18  -0.208
O12 4.34 0.20 1.26  -0.076
H51 2.50 1.00 4.23  0.057
H52 2.31 -0.25 2.58  0.102
H53 1.20 1.03 1.86  0.102
H54 3.55 2.17 1.33  0.125
H55 2.90 1.08 0.15  0.097
H56 4.76 0.25 2.12  0.094
O13 3.06 -2.36 0.14  -0.061
C21 2.85 -3.26 1.19  -0.269
C22 4.06 -4.12 1.51  -0.222
O14 3.77 -4.92 2.68  -0.085
H57 3.37 -1.52 0.50  0.047
H58 2.51 -2.70 2.07  0.107
H59 1.95 -3.88 1.05  0.116
H60 4.96 -3.52 1.68  0.120
H61 4.32 -4.82 0.71  0.119
H62 4.64 -5.09 3.05  0.074

---

2.
# ClHNO3P

A single ClHNO3P molecule (ωB97M-V/def2-TZVPD, the OMol25 dataset).

Computed properties:
energy above the lowest of the compared OMol25 structures with the same formula, charge and spin = 16.34 kJ/mol

Each line ends with the Löwdin charge.
Geometry (Å):
N1 -1.45 -0.27 -0.95  0.133
O1 0.65 0.90 -0.87  -0.316
O2 -1.12 -0.70 0.09  -0.081
O3 0.34 0.84 1.76  -0.327
P1 0.61 0.20 0.46  0.129
Cl1 1.68 -1.46 0.73  0.430
H1 -0.70 0.49 -1.21  0.032

---

3.
# C18H52CdO10S8

A molecular structure, C18H52CdO10S8 (ωB97M-V/def2-TZVPD, the OMol25 dataset).

Computed properties:
spin multiplicity = 2
total charge = +1
E = -131212.8678 eV

Each line ends with the Löwdin spin population.
Geometry (Å):
Cd1 -1.64 -0.55 -1.15  0.037
O1 0.11 0.60 -0.95  0.125
C1 0.38 0.60 0.46  0.010
C2 -0.55 -0.18 1.43  0.066
O2 -1.53 -1.09 0.92  0.652
H1 0.36 1.65 0.77  0.008
H2 1.40 0.27 0.62  0.013
H3 -0.93 0.52 2.18  0.027
H4 0.11 -0.76 2.08  0.047
C3 0.17 1.11 -4.82  0.000
S1 -1.55 0.53 -4.50  0.002
O3 -1.60 -0.23 -3.16  0.003
C4 -2.25 2.23 -4.12  0.000
H5 0.74 1.20 -3.90  0.000
H6 0.23 2.12 -5.23  0.000
H7 0.69 0.35 -5.40  0.000
H8 -3.18 2.08 -3.58  0.000
H9 -2.42 2.81 -5.03  0.000
H10 -1.63 2.68 -3.34  0.000
C5 1.08 -6.83 2.65  0.000
S2 -0.17 -5.87 1.69  0.000
O4 -1.43 -6.17 2.47  0.000
C6 0.39 -4.22 2.25  0.001
H11 2.11 -6.46 2.66  0.000
H12 1.17 -7.80 2.14  0.000
H13 0.83 -6.88 3.71  0.000
H14 0.02 -3.31 1.78  0.001
H15 1.46 -4.02 2.18  0.000
H16 0.21 -4.16 3.32  0.000
C7 2.29 5.94 -3.31  0.000
S3 1.38 5.45 -1.79  0.000
O5 0.04 6.18 -1.83  0.000
C8 1.13 3.69 -2.32  0.000
H17 3.29 5.53 -3.20  0.000
H18 2.26 7.02 -3.43  0.000
H19 1.79 5.52 -4.19  0.000
H20 2.06 3.22 -2.64  0.000
H21 0.50 3.58 -3.20  0.000
H22 0.63 3.12 -1.53  0.000
C9 4.56 0.43 1.35  0.000
S4 4.26 -1.35 0.98  0.000
O6 5.59 -2.06 1.08  0.000
C10 3.39 -1.75 2.56  0.000
H23 3.64 0.97 1.59  0.000
H24 4.88 0.93 0.43  0.000
H25 5.35 0.60 2.08  0.000
H26 2.33 -1.50 2.55  0.001
H27 3.75 -1.18 3.42  0.000
H28 3.53 -2.79 2.82  0.000
C11 -2.48 3.49 -0.10  0.000
S5 -3.74 2.29 -0.81  -0.001
O7 -3.00 1.01 -1.24  -0.002
C12 -4.34 1.77 0.86  0.000
H29 -2.90 4.23 0.59  0.000
H30 -1.95 4.00 -0.90  0.000
H31 -1.59 2.98 0.27  0.000
H32 -3.57 1.40 1.53  0.000
H33 -4.91 0.90 0.53  0.000
H34 -4.94 2.54 1.36  0.000
C13 1.16 -4.30 -1.18  0.000
S6 0.49 -3.03 -2.39  0.000
O8 -0.67 -2.27 -1.76  -0.001
C14 1.98 -1.95 -2.43  0.000
H35 1.20 -3.81 -0.20  0.000
H36 2.22 -4.49 -1.38  0.000
H37 0.55 -5.20 -1.17  0.000
H38 2.88 -2.50 -2.72  0.000
H39 2.14 -1.60 -1.41  0.000
H40 1.81 -1.03 -2.99  0.000
C15 -0.42 3.77 3.07  0.000
S7 0.91 4.08 4.36  0.000
O9 0.69 3.09 5.48  0.000
C16 2.34 3.25 3.55  0.000
H41 -0.88 2.79 3.21  0.000
H42 -0.02 3.84 2.06  0.000
H43 -1.22 4.49 3.20  0.000
H44 1.97 2.28 3.25  0.000
H45 3.21 3.13 4.20  0.000
H46 2.59 3.60 2.55  0.000
C17 -4.95 -2.33 0.49  0.000
S8 -4.07 -2.90 -1.04  0.002
O10 -3.20 -1.73 -1.50  0.008
C18 -3.01 -4.05 0.00  0.001
H47 -5.27 -3.20 1.06  0.000
H48 -5.75 -1.59 0.41  0.000
H49 -4.23 -1.88 1.19  0.000
H50 -3.54 -4.97 0.23  0.000
H51 -2.60 -3.58 0.89  0.000
H52 -2.12 -4.25 -0.62  0.000

---

4.
# C3H12NS

2 unconnected molecules or ions with the total composition C3H12NS (ωB97M-V/def2-TZVPD, the OMol25 dataset).

Computed properties:
total charge = +1
energy above the lowest of the compared OMol25 structures with the same formula, charge and spin = 216.56 kJ/mol

Each line ends with the Löwdin charge.
Geometry (Å):
C1 1.01 3.47 -0.76  0.070
N1 -0.11 2.29 -0.97  0.091
H1 0.47 4.37 -0.54  0.079
H2 1.65 3.12 0.15  0.138
H3 1.38 3.34 -1.74  0.075
H4 0.29 1.50 -0.44  0.067
H5 -0.35 1.87 -1.98  0.226
H6 -1.00 2.42 -0.44  0.144
C2 0.98 -2.87 0.02  -0.154
C3 0.25 -1.96 0.90  -0.538
S1 -1.20 -0.75 0.46  0.662
H7 1.17 -2.21 -0.94  0.117
H8 0.56 -3.78 -0.29  0.060
H9 1.94 -3.00 0.46  0.077
H10 -0.03 -2.39 1.84  0.068
H11 1.01 -1.29 1.00  0.011
H12 -0.63 0.09 1.29  -0.192

---

5.
# C29H53F3N2O10S2Si

A molecular structure, C29H53F3N2O10S2Si (ωB97M-V/def2-TZVPD, the OMol25 dataset).

Computed properties:
E = -92070.7717 eV

Each line ends with the Löwdin charge.
Geometry (Å):
C1 -4.41 5.95 -5.30  -0.097
O1 -4.51 5.29 -3.99  -0.369
C2 -4.20 6.21 -2.87  -0.175
C3 -4.89 5.65 -1.47  -0.143
C4 -4.35 4.11 -1.11  -0.195
C5 -3.08 4.16 -0.05  -0.202
C6 -3.04 2.78 0.83  -0.213
C7 -1.50 2.28 1.22  -0.217
C8 -1.64 0.74 1.77  -0.232
C9 -0.21 -0.04 1.99  -0.219
C10 -0.30 -1.57 1.33  -0.220
C11 1.08 -2.43 1.60  -0.220
C12 1.56 -3.20 0.19  -0.192
C13 3.01 -3.89 0.54  -0.156
C14 3.89 -4.35 -0.76  -0.327
C15 3.27 -3.92 -2.21  -0.094
N1 2.66 -3.66 -3.35  0.111
C16 5.37 -3.57 -0.61  -0.117
C17 6.19 -4.02 0.75  -0.245
O2 7.04 -2.90 1.21  -0.272
Si1 6.29 -1.99 2.51  0.464
C18 4.93 -0.74 1.91  -0.212
C19 5.60 -3.05 3.96  -0.223
C20 7.71 -0.87 3.27  -0.224
C21 4.06 -6.00 -0.79  -0.193
C22 5.49 -6.49 -1.50  -0.094
N2 6.74 -6.61 -1.84  0.097
C23 2.87 -6.74 -1.71  -0.167
C24 2.78 -8.37 -1.44  -0.071
C25 1.18 -8.78 -1.56  -0.231
F1 0.40 -8.18 -0.43  -0.015
F2 0.93 -10.24 -1.53  0.005
F3 0.63 -8.27 -2.87  -0.008
H1 -4.87 5.22 -6.09  0.104
H2 -3.29 6.20 -5.59  0.106
H3 -5.04 6.94 -5.32  0.093
H4 -3.03 6.23 -2.66  0.136
H5 -4.58 7.30 -3.13  0.122
H6 -4.66 6.40 -0.58  0.105
H7 -6.06 5.66 -1.64  0.116
H8 -5.22 3.50 -0.61  0.121
H9 -3.98 3.56 -2.10  0.079
H10 -3.26 5.14 0.60  0.080
H11 -2.12 4.36 -0.69  0.116
H12 -3.71 2.95 1.80  0.123
H13 -3.48 1.93 0.14  0.111
H14 -1.15 3.01 2.09  0.113
H15 -0.75 2.41 0.32  0.116
H16 -2.14 0.81 2.84  0.117
H17 -2.30 0.12 1.00  0.115
H18 0.02 -0.15 3.15  0.114
H19 0.69 0.58 1.49  0.118
H20 -0.39 -1.44 0.15  0.121
H21 -1.18 -2.21 1.77  0.118
H22 1.94 -1.63 1.80  0.095
H23 1.06 -3.14 2.53  0.117
H24 0.80 -4.08 -0.08  0.130
H25 1.59 -2.36 -0.62  0.118
H26 3.59 -3.11 1.23  0.095
H27 2.80 -4.84 1.20  0.127
H28 6.08 -3.76 -1.52  0.124
H29 5.09 -2.42 -0.63  0.128
H30 6.95 -4.88 0.40  0.131
H31 5.53 -4.50 1.58  0.108
H32 4.36 -1.09 0.95  0.020
H33 4.17 -0.45 2.79  0.064
H34 5.50 0.28 1.66  0.059
H35 5.93 -2.50 4.96  0.057
H36 6.10 -4.14 3.98  0.061
H37 4.41 -3.12 3.94  0.052
H38 8.54 -1.50 3.81  0.047
H39 7.18 -0.19 4.08  0.049
H40 8.16 -0.13 2.45  0.058
H41 4.03 -6.44 0.32  0.156
H42 3.13 -6.63 -2.87  0.140
H43 1.81 -6.29 -1.50  0.122
H44 3.32 -8.92 -2.35  0.147
H45 3.28 -8.71 -0.43  0.137
C26 -2.36 6.00 4.95  -0.174
C27 -3.76 6.62 5.00  -0.176
O3 -3.69 7.75 4.13  -0.192
S1 -2.64 7.44 2.93  0.683
O4 -3.40 7.00 1.78  -0.254
O5 -1.67 8.51 2.87  -0.228
O6 -1.93 6.13 3.60  -0.198
H46 -1.66 6.56 5.58  0.133
H47 -2.37 4.95 5.25  0.136
H48 -4.04 6.92 6.01  0.137
H49 -4.51 5.93 4.60  0.133
C28 -6.02 0.77 -5.42  -0.176
C29 -6.86 0.93 -4.16  -0.180
O7 -5.94 1.36 -3.16  -0.197
S2 -4.78 2.27 -3.86  0.703
O8 -5.13 3.66 -3.68  -0.281
O9 -3.49 1.73 -3.48  -0.228
O10 -5.09 1.85 -5.40  -0.191
H50 -5.46 -0.17 -5.41  0.132
H51 -6.63 0.82 -6.33  0.135
H52 -7.34 -0.01 -3.86  0.134
H53 -7.62 1.71 -4.28  0.131

---

6.
# C5H10NP

A single C5H10NP molecule (ωB97M-V/def2-TZVPD, the OMol25 dataset).

Computed properties:
energy above the lowest of the compared OMol25 structures with the same formula, charge and spin = 353.67 kJ/mol

Each line ends with the Löwdin charge.
Geometry (Å):
C1 -0.24 1.15 1.33  -0.067
C2 -0.96 0.05 1.15  -0.168
C3 0.98 1.45 0.39  -0.298
C4 -0.68 -0.76 0.04  -0.173
C5 -0.05 -2.08 0.24  -0.078
N1 0.94 0.63 -0.86  -0.401
P1 0.41 1.19 -2.37  0.697
H1 -0.40 1.82 2.20  0.106
H2 -1.78 -0.14 1.79  0.106
H3 0.95 2.55 0.06  0.104
H4 1.86 1.23 0.96  0.077
H5 -1.32 -0.47 -0.78  0.074
H6 -0.30 -2.68 -0.66  0.087
H7 -0.47 -2.37 1.23  0.086
H8 1.07 -2.16 0.41  0.111
H9 -0.85 0.67 -2.11  -0.166
H10 0.83 -0.06 -3.02  -0.098

---

7.
# C34H29IrN2O2S4

A molecular structure, C34H29IrN2O2S4 (ωB97M-V/def2-TZVPD, the OMol25 dataset).

Computed properties:
energy above the lowest of the compared OMol25 structures with the same formula, charge and spin = 0.00 kJ/mol

Each line ends with the Löwdin charge.
Geometry (Å):
Ir1 -0.08 -1.46 -1.04  0.640
S1 0.38 -2.33 -3.15  0.551
C1 1.06 -1.04 -4.09  -0.674
C2 1.52 -1.31 -5.39  -0.113
C3 2.06 -0.31 -6.18  -0.084
C4 2.16 1.00 -5.69  -0.093
C5 1.72 1.28 -4.42  -0.105
C6 1.16 0.26 -3.63  -0.544
S2 0.56 0.69 -2.03  0.960
C7 -1.08 1.25 -2.60  -0.307
C8 -2.23 0.60 -1.95  -0.322
C9 -3.45 1.25 -1.91  -0.002
C10 -4.53 0.63 -1.31  -0.027
C11 -4.34 -0.61 -0.73  -0.003
C12 -3.09 -1.19 -0.79  -0.305
C13 -2.83 -2.46 -0.05  -0.340
S3 -1.43 -3.37 -0.75  0.954
C14 -0.73 -4.02 0.75  -0.526
C15 -1.50 -4.82 1.59  -0.100
C16 -0.94 -5.33 2.75  -0.089
C17 0.39 -5.04 3.03  -0.078
C18 1.15 -4.27 2.17  -0.100
C19 0.59 -3.73 1.00  -0.664
S4 1.60 -2.79 -0.08  0.593
N1 -2.06 -0.62 -1.43  -0.007
H1 1.46 -2.33 -5.76  0.102
H2 2.42 -0.54 -7.17  0.104
H3 2.59 1.78 -6.30  0.100
H4 1.80 2.28 -4.01  0.102
H5 -1.10 1.06 -3.67  0.110
H6 -1.13 2.33 -2.44  0.100
H7 -3.55 2.24 -2.35  0.124
H8 -5.50 1.11 -1.28  0.117
H9 -5.14 -1.11 -0.21  0.122
H10 -3.72 -3.09 -0.05  0.099
H11 -2.54 -2.23 0.97  0.083
H12 -2.53 -5.04 1.34  0.108
H13 -1.54 -5.94 3.42  0.101
H14 0.84 -5.43 3.94  0.105
H15 2.18 -4.05 2.40  0.105
C20 3.42 3.78 -1.15  -0.052
C21 2.88 2.73 -0.21  -0.257
C22 3.39 1.44 -0.27  -0.085
C23 2.94 0.46 0.60  -0.106
C24 1.98 0.77 1.55  -0.028
C25 1.44 2.05 1.61  -0.203
N2 0.50 2.40 2.59  0.100
C26 -0.26 1.51 3.34  -0.196
C27 -0.42 1.72 4.71  -0.020
C28 -1.12 0.83 5.50  -0.090
C29 -1.67 -0.32 4.94  -0.089
C30 -1.54 -0.52 3.57  -0.017
C31 -0.88 0.40 2.76  -0.079
C32 -0.89 0.21 1.27  -0.582
O1 -1.24 1.12 0.53  0.056
O2 -0.54 -0.98 0.90  -0.254
C33 1.88 3.04 0.72  -0.176
C34 1.24 4.41 0.78  -0.038
H16 4.31 3.41 -1.65  0.075
H17 3.69 4.70 -0.62  0.080
H18 2.69 4.05 -1.92  0.075
H19 4.16 1.21 -0.99  0.109
H20 3.34 -0.54 0.56  0.076
H21 1.66 0.02 2.26  0.123
H22 0.55 3.34 2.94  0.128
H23 0.05 2.60 5.16  0.111
H24 -1.23 1.02 6.56  0.101
H25 -2.19 -1.04 5.55  0.098
H26 -1.97 -1.40 3.11  0.108
H27 0.16 4.31 0.87  0.084
H28 1.45 4.99 -0.12  0.065
H29 1.60 4.99 1.63  0.087

---

8.
# C4H6O2

A single C4H6O2 molecule (ωB97M-V/def2-TZVPD, the OMol25 dataset).

Computed properties:
energy above the lowest of the compared OMol25 structures with the same formula, charge and spin = 292.35 kJ/mol
structure (SMILES) = C1O[C@H]2CO[C@@H]12

Each line ends with the Löwdin charge.
Geometry (Å):
C1 -1.38 0.48 0.14  -0.131
O1 -0.51 0.94 -0.91  -0.087
C2 0.30 -0.30 -0.78  -0.172
C3 1.50 0.11 0.04  -0.113
O2 0.76 -0.09 1.26  -0.063
C4 -0.39 -0.58 0.56  -0.235
H1 -2.25 -0.01 -0.32  0.123
H2 -1.72 1.20 0.88  0.129
H3 0.34 -0.97 -1.67  0.154
H4 2.46 -0.44 0.03  0.125
H5 1.66 1.16 -0.20  0.122
H6 -0.77 -1.51 0.97  0.148